Record 1
Below is a structure of composition C4H9FS in a non-equilibrium geometry, with properties calculated with ωB97M-V with the def2-TZVPD basis set.

Structure (XYZ):
```
15
Properties=species:S:1:pos:R:3:forces:R:3:nbo_charge:R:1
C -0.4233 1.5688 0.7963 -2.017 6.844 -1.417 -0.735
C -0.1469 -0.3546 -0.7652 0.676 -0.733 -2.209 -0.441
C -0.7544 -1.5833 -0.0299 -0.797 -2.314 2.090 -0.657
C 1.3549 0.0755 -0.3226 -1.215 -4.373 -0.382 0.052
H 0.6516 1.6866 0.7553 -0.984 1.023 -0.167 0.201
H -0.9172 2.6946 0.9001 1.273 -2.866 0.738 0.227
H -0.7144 0.8893 1.4823 -0.737 -1.668 2.981 0.199
H -0.0938 -0.5584 -1.9149 0.334 0.083 2.096 0.249
H 0.1948 -2.4475 0.4405 -3.002 2.928 -1.249 0.211
H -1.4741 -1.0168 0.9505 2.188 -2.519 -2.885 0.222
H -1.4975 -2.4026 -0.7431 2.195 3.034 2.209 0.253
H 1.4149 0.5542 0.6827 0.765 -0.810 -1.572 0.173
H 1.8215 -0.9964 -0.1684 -0.066 2.166 -0.869 0.166
F 1.8572 0.8056 -1.3869 0.281 -0.190 1.175 -0.353
S -1.2733 1.0849 -0.6766 1.107 -0.602 -0.540 0.233
```
Positions in Å, forces in eV/Å.

The molecular weight is 108.181 g/mol. The largest force on an atom comes out at 7.3 eV/A. As for the frontier orbital gap: 0.352 Eh. Its lowest unoccupied orbital energy is 0.8198 eV. Its spin multiplicity is 1. As for the total charge: 0. For the energy above the lowest of the compared OMol25 structures with the same formula, charge and spin, the calculation gives 108.7 kcal/mol.

=====

Record 2
Below is a structure of composition C20H41N2P3SeSm in a non-equilibrium geometry, with properties calculated with ωB97M-V with the def2-TZVPD basis set.

Structure (XYZ):
```
68
Properties=species:S:1:pos:R:3:forces:R:3:mulliken_spin:R:1
Sm 0.1193 -0.0327 0.3411 -0.442 -0.451 1.629 5.127
P -2.7508 -0.1483 0.4727 -1.760 0.012 -0.443 -0.021
P 0.2105 -2.9120 0.7388 -0.085 -1.575 -0.230 -0.024
P 0.0118 2.8357 0.7086 -0.110 1.704 -0.235 -0.019
H 2.9658 -0.9187 -0.8107 0.252 0.213 0.274 -0.002
C 3.0302 0.0583 -0.3161 0.268 -0.076 1.613 0.003
C 2.9766 0.1481 1.0465 0.301 -0.152 -1.382 -0.005
H 2.9675 -0.7545 1.6645 -0.251 0.155 -0.155 -0.001
C -3.4616 -0.2028 -1.2289 0.478 -0.001 0.066 -0.002
C -3.6880 -1.5433 1.2042 0.425 -0.240 0.181 -0.002
C -3.7306 1.2401 1.1619 0.412 0.198 0.188 -0.002
C 1.8993 -3.6316 0.7929 0.243 0.465 0.026 -0.002
C -0.5910 -3.9781 1.9959 -0.220 0.373 0.375 -0.001
C -0.4567 -3.6643 -0.8016 0.043 0.268 -0.037 -0.001
C 1.6192 3.7284 0.7267 0.259 -0.485 -0.019 0.000
C -0.8859 3.7975 1.9832 -0.171 -0.376 0.274 -0.002
C -0.7468 3.5243 -0.8163 0.048 -0.294 -0.132 -0.002
H 3.2659 0.9072 -0.9629 -0.217 -0.039 0.276 0.000
H 3.0706 1.0965 1.5771 0.138 -0.127 -0.244 0.000
H -4.5493 -0.3024 -1.1287 0.253 0.054 -0.198 -0.001
H -3.0503 -1.0563 -1.7808 -0.218 0.096 0.042 0.000
H -3.2071 0.7142 -1.7711 -0.161 -0.116 0.029 0.000
H -4.7308 -1.4485 0.8724 0.269 -0.087 0.162 0.000
H -3.6430 -1.5033 2.2988 -0.115 -0.023 -0.230 0.000
H -3.2811 -2.5056 0.8695 -0.201 0.160 0.042 0.000
H -4.7938 1.0478 0.9595 0.307 0.098 0.072 0.000
H -3.4336 2.1941 0.7087 -0.172 -0.204 0.058 0.000
H -3.5658 1.3039 2.2445 -0.123 0.017 -0.185 0.000
H 1.9474 -4.5754 0.2346 -0.047 0.249 0.163 0.000
H 2.1588 -3.8150 1.8422 0.047 0.030 -0.230 0.000
H 2.6276 -2.9248 0.3776 0.033 -0.320 0.014 0.000
H -0.5808 -5.0321 1.6800 0.052 0.372 -0.019 -0.001
H -1.6276 -3.6631 2.1690 0.189 -0.214 -0.033 0.000
H -0.0384 -3.8893 2.9405 -0.188 -0.032 -0.177 0.000
H -0.1412 -4.7148 -0.7920 -0.216 0.197 -0.193 0.000
H -0.0636 -3.1538 -1.6902 -0.055 -0.267 0.155 0.000
H -1.5520 -3.6012 -0.8217 0.209 -0.068 0.000 0.000
H 1.5253 4.6970 0.2154 0.038 -0.292 0.222 0.000
H 2.3858 3.1214 0.2262 -0.043 0.351 0.054 0.000
H 1.9266 3.8899 1.7679 0.019 0.019 -0.246 0.000
H -0.8268 4.8728 1.7544 0.009 -0.377 0.004 -0.001
H -0.4340 3.6165 2.9675 -0.168 0.124 -0.202 0.000
H -1.9377 3.4850 2.0200 0.251 0.172 0.048 0.000
H -0.4737 4.5872 -0.8480 -0.250 -0.242 -0.162 0.000
H -1.8394 3.4136 -0.7868 0.268 0.078 -0.043 0.000
H -0.3630 3.0038 -1.7063 -0.121 0.332 0.196 0.000
C 1.4229 0.0816 -3.9786 0.233 0.248 -1.337 -0.001
C 2.7871 -0.1309 -3.7692 -0.208 -0.266 0.689 -0.001
C 3.6825 -0.1294 -4.8422 -0.293 0.154 0.031 0.000
C 3.2162 0.1213 -6.1338 -0.196 -0.042 0.150 -0.001
C 1.8539 0.3638 -6.3456 0.191 -0.019 0.235 0.000
C 0.9586 0.3687 -5.2715 -0.305 -0.240 0.566 0.000
Se 0.0939 -0.0273 -2.4901 2.283 0.378 -0.288 -0.012
H 1.3231 0.2295 -1.5319 -1.113 -0.008 -1.338 0.001
H 3.1521 -0.2998 -2.7566 0.065 -0.126 -0.527 0.000
H 4.7414 -0.3279 -4.6573 -0.396 0.135 -0.054 0.000
H 3.9194 0.1305 -6.9676 -0.279 -0.034 0.209 0.000
H 1.4815 0.5409 -7.3546 0.070 0.035 0.316 0.000
H -0.0986 0.5748 -5.4229 0.195 -0.057 -0.193 0.000
N 0.0793 0.7789 4.7533 -0.213 -0.475 -0.101 0.000
C -0.8413 -0.2627 4.8951 0.421 0.321 -0.291 -0.001
C -1.0100 -0.7969 3.6552 0.405 0.473 -0.256 0.002
N -0.2092 -0.0943 2.7552 0.564 0.523 0.121 -0.025
C 0.4436 0.8404 3.4651 -0.654 -0.741 0.060 0.000
H 0.4465 1.3807 5.4889 -0.213 -0.317 -0.126 0.000
H -1.2646 -0.5527 5.8375 -0.022 0.126 0.180 0.000
H -1.6212 -1.6246 3.3108 0.165 0.261 0.327 -0.001
H 1.1796 1.5241 3.0595 -0.175 -0.009 0.260 -0.001
```
Positions in Å, forces in eV/Å.

The molecular weight is 631.804 g/mol. The largest force on an atom comes out at 2.3 eV/A. As for the frontier orbital gap (spin up / spin down): 0.226 / 0.242 Eh. Its lowest unoccupied orbital energy (spin up / spin down) is -10.6657 / -10.2442 eV. Its spin multiplicity is 6. As for the total charge: +3.